The following is a quantum chemistry calculation of a cluster of 10 separate species, C36H49BN9 in total in a non-equilibrium geometry, from the OMol25 dataset.

```
95
Properties=species:S:1:pos:R:3:forces:R:3:mulliken_charge:R:1
C -3.369705 -2.457221 -4.224126 1.29 -0.56 2.04 -0.17
H 5.354295 1.766779 -2.465126 6.97 -2.21 -2.27 0.71
H 2.153295 1.863779 2.792874 -0.17 -0.69 -0.61 0.45
H 2.196295 -6.064221 1.056874 -2.14 0.00 -0.07 0.31
C 3.247295 1.280779 -2.383126 3.52 2.06 1.20 -0.40
H 1.216295 -1.900221 2.455874 -1.04 6.08 -7.36 0.19
H 4.476295 4.268779 -1.246126 1.09 1.82 0.63 0.55
N 0.778295 -4.756221 0.155874 -0.21 4.47 -0.56 -0.05
H 3.040295 0.325779 -2.910126 0.63 0.79 0.83 0.55
H 2.172295 -1.290221 4.951874 -0.52 -1.13 -0.51 0.40
H 2.230295 1.123779 -4.795126 3.83 0.59 0.23 0.66
C -0.538705 2.447779 4.583874 2.35 -0.42 -0.16 -0.27
H -1.972705 -1.692221 -1.360126 -0.16 0.23 -1.64 0.00
C 0.290295 1.520779 -5.677126 -3.69 -4.94 4.23 -0.77
H -0.318705 -7.511221 1.872874 0.37 0.71 -0.39 0.40
C 2.497295 3.078779 -1.191126 4.52 2.37 -2.16 -0.53
H -0.203705 2.153779 -3.412126 -0.74 1.99 0.41 0.72
H -2.252705 -4.252221 -4.731126 0.96 -4.95 -3.95 0.68
H -6.294705 2.601779 2.602874 3.18 -1.38 -1.98 0.23
C -0.584705 -4.393221 0.200874 -1.07 -3.30 1.06 -0.32
C 0.829295 -4.444221 4.296874 2.02 1.20 3.67 -0.13
C 3.974295 3.436779 -1.571126 -3.76 -7.14 -0.83 -0.93
C -1.276705 -5.640221 0.840874 5.50 2.84 -1.03 -0.49
C 4.646295 2.282779 1.827874 -1.68 -3.52 3.23 -0.30
H 5.069295 3.200779 1.565874 0.57 1.14 -0.43 0.46
H -3.868705 -0.599221 -2.714126 1.44 -2.99 -0.86 0.26
C -5.479705 1.989779 1.898874 0.21 -1.40 -2.66 -0.55
C -3.300705 -1.617221 -3.047126 0.00 0.10 -1.13 -0.44
H 1.720295 3.787779 -0.950126 -0.02 -0.20 0.38 0.42
C 1.317295 -2.502221 3.137874 1.31 -6.39 12.46 -0.03
C 1.535295 -3.593221 5.328874 -1.33 1.62 -4.25 -0.95
H 2.756295 3.144779 4.823874 1.11 0.15 -0.31 0.47
H -2.628705 5.841779 -2.270126 0.60 -2.99 0.62 0.19
H -3.048705 2.215779 2.266874 -2.29 -0.17 -0.73 0.26
H 0.208295 -4.080221 2.197874 1.58 0.58 3.30 0.25
N -1.444705 2.665779 -1.813126 1.43 0.13 -2.24 0.53
H -1.578705 2.441779 4.857874 -0.23 -0.43 -0.27 0.41
C 4.805295 1.527779 3.139874 -3.19 -1.53 -4.03 -0.97
H 0.259295 2.367779 -6.338126 0.74 0.08 0.03 0.40
N 0.777295 -3.782221 3.127874 -1.46 0.56 -3.34 0.20
N -0.763705 -0.218221 -4.328126 -0.42 2.08 -0.85 0.13
H 0.835295 -1.129221 -3.059126 -0.28 3.19 -2.63 -0.06
H 5.400295 1.685779 4.056874 -0.26 0.25 -1.08 0.36
C 1.809295 2.773779 4.564874 -6.23 0.77 2.85 -0.34
C 1.273295 0.883779 -4.673126 -7.34 -2.48 -1.12 -0.78
H -0.567705 -3.367221 -2.563126 5.88 -2.54 2.89 1.13
C 0.434295 3.063779 5.428874 3.87 -3.11 -7.25 -1.06
C -1.379705 -2.980221 -2.853126 -11.02 0.01 -7.95 -0.82
C 3.213295 0.381779 1.564874 2.92 3.78 3.46 -0.82
H -2.511705 3.338779 -0.447126 -2.55 0.01 4.72 0.51
C 4.541295 2.141779 -2.183126 -13.49 3.43 2.69 -1.08
H 0.388295 -0.821221 -0.783126 2.71 -1.26 -1.75 -0.34
H -2.776705 0.365779 0.704874 0.10 0.58 0.20 0.24
C -1.031705 0.816779 -5.362126 12.06 -1.41 3.82 -0.68
H -1.190705 1.839779 -1.306126 -0.11 -0.52 0.24 0.08
H 1.430295 -3.883221 -0.271126 -1.72 -3.74 2.04 0.35
H -0.928705 -3.318221 -0.166126 0.70 -2.89 0.85 0.07
N 1.427295 2.082779 3.445874 -0.35 1.32 2.82 0.23
H 2.317295 -0.103221 1.107874 1.08 0.43 0.48 0.34
B -0.422705 -0.286221 -0.263126 -0.48 3.05 2.16 0.48
H 3.797295 -0.538221 3.546874 -0.14 -0.92 1.17 0.72
C -0.814705 3.006779 -2.968126 0.44 1.44 -1.80 -0.21
H -4.956705 -0.551221 -0.451126 0.65 0.72 0.98 0.37
H -1.959705 0.790779 -5.520126 -7.21 0.82 -2.19 0.63
N -2.179705 -2.024221 -2.339126 0.76 0.67 2.26 0.19
C -0.176705 -6.569221 1.326874 0.41 4.71 -2.38 -0.65
C -1.190705 4.404779 -3.357126 -1.47 -2.51 1.82 -0.84
C -6.044705 1.058779 0.787874 14.08 1.27 3.93 -0.95
H 1.871295 -3.825221 6.389874 -0.81 0.26 -1.78 0.29
H 0.251295 3.397779 6.375874 0.08 1.21 2.15 0.42
C -2.228705 -3.523221 -4.113126 -1.14 10.55 7.32 -1.35
H -4.215705 -2.260221 -4.974126 1.68 -0.86 1.04 0.30
C -2.198705 4.730779 -2.259126 1.31 0.77 -0.97 -0.67
C 0.582295 -0.234221 -3.906126 -0.41 1.05 -0.97 0.14
H -0.015705 0.800779 0.420874 -0.48 -1.24 -1.21 -0.03
H 3.274295 2.093779 0.096874 1.29 -0.46 2.10 0.33
C -3.999705 1.840779 1.714874 -0.81 0.37 1.96 -0.15
H -1.290705 -0.079221 -1.022126 -0.81 0.63 -0.54 -0.68
N 3.690295 1.692779 1.013874 -0.48 -3.01 1.54 0.18
C 1.079295 -5.841221 0.928874 -0.60 -2.37 -0.04 -0.32
C 3.862295 0.345779 2.996874 0.52 3.16 -5.94 -0.44
H -0.410705 0.801779 2.865874 1.74 3.55 1.32 0.01
C -4.876705 0.210779 0.361874 -2.03 3.68 0.18 -0.28
H 0.419295 -5.468221 4.460874 0.48 1.13 -0.52 0.34
H -6.905705 0.768779 0.644874 -8.82 -2.44 -1.45 0.63
H -0.753705 -1.030221 0.551874 -0.91 -1.10 1.38 -0.21
C 1.726295 -2.234221 4.551874 -0.48 -3.69 -1.37 -0.34
H 1.369295 1.307779 -1.540126 0.56 1.04 -0.32 -0.30
H -1.647705 -0.653221 -3.804126 2.90 1.05 -1.57 0.23
N 2.216295 1.886779 -1.740126 -0.21 -1.69 -0.56 0.87
C 0.087295 1.807779 3.452874 -2.56 -2.09 -0.28 -0.13
N -3.669705 0.835779 0.832874 -4.00 -1.27 -0.47 0.26
H -2.326705 -5.644221 0.864874 -1.04 -0.50 0.43 0.49
C -2.255705 3.603779 -1.352126 1.22 3.90 -5.02 -0.45
H -0.993705 5.061779 -4.342126 -0.33 -1.98 2.67 0.23
```
Positions in Å, forces in eV/Å.

The calculation puts the HOMO energy at -5.00 eV. For the gap between HOMO and LUMO, the calculation gives 7.33 eV. The net charge is -1. As for the LUMO energy: 2.3 eV. The energy is -1917.98917 a.u. As for the energy relative to the best compared isomer or geometry (same formula, charge and spin): 108.1 kcal/mol.